The following is a DFT calculation (ωB97M-V/def2-TZVPD) of 6 unconnected molecules or ions with the total composition C24H38N6O8.

```
76
Properties=species:S:1:pos:R:3:mulliken_charge:R:1
O 2.1278 7.2157 3.9703 -0.6252
O 1.9285 -2.8768 -3.9305 -0.5352
O -5.2919 -2.9217 -2.7593 -0.6002
O 0.8308 -1.5663 1.8026 -0.5830
O 5.3977 0.4941 1.8825 -0.6094
O 2.2425 6.4740 1.9321 -0.5976
O -3.1721 1.7899 1.9065 -0.5396
O 0.1417 -2.4791 -0.0410 -0.5954
N 0.6327 -4.2837 -5.2018 0.1728
N -4.0026 -0.2138 1.1677 0.2112
N 0.7620 -1.6638 0.6012 0.9395
N 1.7790 6.4986 3.0519 1.0599
N -3.6446 -3.7971 -1.4768 0.4317
N 4.9201 2.6939 2.1700 0.1799
C -4.4043 -4.9329 -1.1937 -1.1105
C 1.7665 -3.7151 -4.7827 0.0470
C -0.9225 4.0198 2.6050 -0.3811
C -4.0801 1.0879 1.4603 -0.0284
C 1.4340 0.6848 0.2529 -0.3970
C -1.2956 3.7415 3.9352 -0.5769
C 1.3768 -0.6309 -0.2179 0.2439
C -0.6202 4.3929 4.9660 -0.4442
C 2.5637 1.3675 -1.7545 -0.5615
C -4.1613 -2.9290 -2.3554 0.1831
C 1.9609 1.6658 -0.5379 -0.1372
C -2.2641 -3.6998 -1.0524 -1.2205
C 0.3790 5.3361 4.6419 -0.4149
C 3.8824 3.5415 2.5843 -0.8312
C -2.7372 -0.9172 1.4035 -0.5133
C 0.6849 -5.1649 -6.3458 -0.8737
C 4.6261 1.4054 1.9567 0.2488
C -0.6478 -3.8746 -4.6574 -0.8126
C 6.2958 3.0640 2.4101 -0.9565
C 0.7107 5.5382 3.3221 0.1307
C 2.5169 0.0748 -2.2176 -0.6507
C 0.0930 4.8880 2.3213 -0.2744
C 1.9267 -0.9292 -1.4486 -0.5673
C -5.1266 -0.9441 0.6885 -0.7459
H 0.4548 -4.6234 -7.2680 0.3643
H 3.5373 1.1887 1.9207 0.2338
H -1.2264 -3.3849 -5.4650 0.3631
H -5.7442 -0.5356 -0.1293 0.3478
H -4.5292 -5.0501 -0.0919 0.2997
H -1.8220 -4.6464 -1.3837 0.4200
H -5.0725 1.6072 1.2675 0.3087
H 3.9632 3.7729 3.6486 0.3645
H -0.1011 -5.9217 -6.2527 0.2897
H -2.0659 2.9946 4.0400 0.4802
H 6.9707 2.2797 2.0265 0.3032
H 2.8672 2.2135 -2.3510 0.4182
H 2.6104 -4.1098 -5.3395 0.2557
H 2.8607 3.1750 2.3433 0.1004
H -0.9306 4.1672 6.0015 0.3525
H 1.6203 -5.6408 -6.5597 0.2950
H -4.7081 -1.8608 0.3092 0.0675
H 4.0044 4.5235 2.0931 0.3267
H 0.8438 5.9753 5.3814 0.4850
H 1.8347 2.6868 -0.2872 0.4685
H -2.3807 -1.4396 0.5386 -0.0208
H -0.6183 -3.2069 -3.8107 0.1176
H 2.7941 -0.1388 -3.2145 0.4705
H -3.4487 -2.1027 -2.5987 0.3637
H -2.9537 -1.6397 2.1951 0.3591
H -5.3728 -4.9429 -1.6916 0.3752
H 1.8511 -1.9410 -1.8123 0.4912
H -1.3030 -4.7325 -4.3335 0.3004
H -1.9648 -0.1849 1.6315 0.2240
H -2.2238 -3.6998 0.0800 0.3218
H 0.4784 5.0497 1.3345 0.4098
H 6.4887 3.2410 3.4803 0.3219
H -1.2895 3.4337 1.7496 0.3881
H 6.4312 4.0311 1.8685 0.3116
H 0.9529 0.9678 1.1881 0.4526
H -5.8376 -1.2402 1.4890 0.3185
H -3.8648 -5.8166 -1.5646 0.3104
H -1.7160 -2.8831 -1.4923 0.2751
```

Calculated values
E_tot (eV): -50818.52260
HOMO energy (eV): -9.08
Frontier orbital gap (Ha): 0.32164